No. 1
A molecular structure, C4H11N3O. Source: the Open Molecules 2025 dataset; level of theory: ωB97M-V/def2-TZVPD.

Calculated values
- M: 117.2 g/mol
- Energy above the lowest of the compared OMol25 structures with the same formula, charge and spin: 186.23 kcal per mole

Each line ends with the Löwdin charge.
Positions of all 19 atoms, in Å:
C1 -2.621 -0.582 -0.057  -0.1206
C2 -1.369 0.100 0.481  -0.3107
C3 0.648 1.820 -0.427  -0.1035
C4 1.890 -0.315 -0.012  -0.5952
H1 -3.306 -0.044 -0.802  0.0871
H2 -2.550 -1.663 -0.551  0.1129
H3 -3.150 -0.726 0.899  0.0628
H4 -1.672 1.110 1.170  0.1679
H5 -1.228 -0.487 1.413  0.1065
H6 0.101 2.413 -1.434  0.1509
H7 -0.105 2.356 0.542  0.1340
H8 1.636 2.416 -0.407  0.0779
H9 0.586 -2.301 -0.372  0.1438
H10 2.354 -2.356 -0.515  0.1037
H11 3.880 -0.638 0.841  0.1673
N1 0.814 0.424 -0.140  -0.1718
N2 1.516 -1.673 -0.431  0.0523
N3 3.007 0.143 0.378  0.0583
O1 -0.431 0.003 -0.574  -0.1237

---

No. 2
2 unconnected molecules or ions with the total composition C4H11N3O. Source: the Open Molecules 2025 dataset; level of theory: ωB97M-V/def2-TZVPD.

Calculated values
- M: 117.2 g/mol
- SMILES string: N/C=C/N.CNC=O
- Energy above the lowest of the compared OMol25 structures with the same formula, charge and spin: 70.36 kcal per mole

Each line ends with the Löwdin charge.
Positions of all 19 atoms, in Å:
N1 -1.590 0.544 0.372  -0.0061
C1 -1.499 0.480 -1.051  -0.2191
C2 -0.610 1.180 -1.817  -0.2284
N2 -0.743 1.384 -3.194  0.0096
H1 -1.051 0.284 1.211  0.0275
H2 -2.569 0.288 0.638  0.0874
H3 -2.225 -0.141 -1.593  0.0993
H4 0.376 1.292 -1.490  0.0706
H5 -0.112 2.069 -3.602  0.0789
H6 -1.649 1.329 -3.616  0.0709
C3 1.640 -2.030 1.732  -0.0664
N3 1.355 -0.730 1.078  -0.0270
C4 0.850 0.361 1.697  -0.4057
O1 0.233 0.326 2.767  -0.0061
H7 1.779 -1.901 2.811  0.0836
H8 2.545 -2.512 1.296  0.0866
H9 0.787 -2.704 1.582  0.0797
H10 1.403 -0.787 0.060  0.1301
H11 1.081 1.270 1.118  0.1347

---

Which value of energy above the lowest of the compared OMol25 structures with the same formula, charge and spin does entry 1 give?
186.23 kcal per mole

---

Which of these has the lowest energy above the lowest of the compared OMol25 structures with the same formula, charge and spin?
number 2

---

What is the M in the second record?
117.2 g/mol